No. 1
14
Properties=species:S:1:pos:R:3:forces:R:3 method="wB97M-V/def2-TZVPD" e_homo_ev="-8.2966 / -8.0336" lumo_energy_ha="-0.0220 / -0.0368" charge=0 gap_ev="7.70 / 7.03"
O -0.58715 -1.79564 0.86371 0.1 0.2 0.0
C -0.21339 -0.81201 1.57415 0.1 0.0 0.0
C -0.38723 0.49102 1.12049 -0.2 0.0 0.1
C -1.03795 0.61356 -0.22735 0.0 0.1 0.0
C -0.01806 -0.16207 -1.09882 0.1 0.0 0.0
C 1.26304 0.32944 -0.77475 0.1 0.0 -0.1
H 0.34781 -0.99815 2.50284 -0.1 0.0 -0.2
H -0.10194 1.35041 1.71883 -0.1 -0.2 -0.1
H -2.01003 0.10977 -0.25503 0.1 0.1 0.0
H -1.16470 1.65055 -0.55445 0.1 -0.1 0.1
H -0.14121 -1.20286 -0.51960 0.0 0.0 0.0
H -0.18453 -0.43670 -2.15016 0.0 0.0 0.2
H 2.16202 -0.11395 -1.20452 -0.1 0.0 0.1
H 1.41230 1.23423 -0.20134 0.0 -0.1 -0.1

---

No. 2
14
Properties=species:S:1:pos:R:3:forces:R:3 method="wB97M-V/def2-TZVPD" e_homo_ev=-8.8669 lumo_energy_ha=0.0206 charge=0 smiles="C=C[C@H](C)C=O" gap_ev=9.43
C -0.31063 1.03349 1.33821 -0.3 1.4 -0.3
C 0.54914 1.09478 0.31117 -0.2 0.1 0.4
C 0.44620 -0.06514 -0.64887 0.0 0.1 0.2
C -0.92014 -0.28906 -1.32288 0.0 0.0 0.1
C 0.77481 -1.13073 0.43179 -0.2 -0.8 0.3
O 0.21252 -1.18749 1.50019 0.5 -1.2 -0.7
H -1.31185 0.62856 1.22784 0.3 -0.1 0.0
H -0.03698 1.29494 2.35472 -0.1 0.7 -0.2
H 1.54890 1.50895 0.45032 -0.2 0.0 0.0
H 1.22661 -0.08643 -1.42285 -0.1 0.1 0.3
H -1.70944 -0.45885 -0.58599 0.1 0.0 -0.1
H -0.91306 -1.14982 -2.00247 0.1 0.1 0.2
H -1.18816 0.59880 -1.90610 0.1 -0.2 0.1
H 1.63208 -1.79198 0.27492 0.1 -0.3 -0.4

---

No. 3
14
Properties=species:S:1:pos:R:3:forces:R:3 method="wB97M-V/def2-TZVPD" e_homo_ev=-9.3812 lumo_energy_ha=0.0360 charge=0 smiles="C=CCC(C)=O" gap_ev=10.36
C 2.09122 -0.84039 -0.09136 -0.1 0.0 -0.1
C 1.02561 -0.41118 -0.75997 0.1 -0.1 0.1
C 0.30354 0.87152 -0.41180 0.1 0.1 0.0
C -0.65982 0.57390 0.73187 0.0 0.1 0.2
C -1.96156 -0.10181 0.36039 -0.1 -0.1 0.1
O -0.37570 0.84139 1.87806 -0.1 -0.1 -0.4
H 2.51793 -0.25505 0.72094 -0.1 -0.1 -0.1
H 2.56694 -1.78958 -0.32045 -0.1 0.1 0.0
H 0.60164 -1.02167 -1.55681 0.1 0.1 0.1
H 1.01081 1.62938 -0.06417 -0.1 -0.1 0.0
H -0.23989 1.26054 -1.28120 0.1 -0.1 0.1
H -2.37460 -0.61894 1.22836 0.1 0.1 -0.1
H -2.67725 0.66391 0.03707 0.1 -0.1 0.0
H -1.82890 -0.80200 -0.47094 0.0 0.1 0.1

---

No. 4
15
Properties=species:S:1:pos:R:3:forces:R:3 method="wB97M-V/def2-TZVPD" multiplicity=2 e_homo_ev="0.3272 / -4.1341" lumo_energy_ha="0.1564 / 0.1513" charge=-1 gap_ev="3.93 / 8.25"
O -2.13845 -1.18528 -1.44217 0.0 0.0 -0.5
C -1.39044 -1.20211 -0.48023 0.0 0.4 1.0
C -1.24570 -0.03168 0.48359 -0.3 -1.1 0.6
C -0.40074 1.17014 -0.01774 -0.7 -0.6 0.4
C 0.95272 1.32966 0.69981 0.3 0.5 -0.2
C 1.71952 0.03684 0.72120 -0.9 0.1 0.5
O 2.61366 -0.26753 -0.10542 0.3 0.0 0.0
H -0.88664 -2.14451 -0.17506 0.1 0.2 -0.1
H -0.94748 -0.50085 1.43714 0.5 0.4 -0.2
H -2.26053 0.32970 0.70689 -0.2 0.1 -0.4
H -1.11579 2.00671 0.12258 0.7 0.4 -0.4
H -0.25172 0.91695 -1.06931 0.2 0.7 -0.1
H 0.78274 1.77000 1.71096 -0.1 -0.5 -0.2
H 1.61408 2.06330 0.20782 -0.4 -0.1 -0.3
H 1.44030 -0.55293 1.61462 0.5 -0.5 -0.1

---

No. 5
15
Properties=species:S:1:pos:R:3:forces:R:3 method="wB97M-V/def2-TZVPD" multiplicity=2 e_homo_ev="0.4515 / -2.9606" lumo_energy_ha="0.1404 / 0.1384" charge=-1 gap_ev="3.37 / 6.73"
O 2.24310 0.88500 0.47084 -0.1 0.2 0.1
C 1.30450 1.04925 1.21929 0.8 -0.3 -0.8
C -0.13756 0.96475 0.83628 -0.1 -0.2 1.4
C -0.49791 0.94769 -0.62866 1.3 0.6 -1.1
C -0.18966 -0.45103 -1.21313 -1.1 -0.6 0.8
C -1.32122 -1.40149 -0.82046 0.0 -0.3 -0.2
O -1.19368 -2.22918 0.16172 0.2 -0.2 0.5
H 1.56520 1.27310 2.27852 -0.5 0.0 0.1
H -0.58489 1.74188 1.47231 -0.4 0.1 -0.4
H -0.49465 0.02309 1.29853 0.0 0.0 -0.1
H 0.13557 1.68545 -1.17085 -0.3 0.1 0.3
H -1.53784 1.23240 -0.75395 -0.1 -0.1 -0.1
H 0.71138 -0.77620 -0.69909 0.1 -0.3 0.0
H 0.05440 -0.53406 -2.27921 -0.2 0.8 -0.1
H -2.36573 -1.17252 -1.14271 0.4 0.3 -0.2

---

No. 6
15
Properties=species:S:1:pos:R:3:forces:R:3 method="wB97M-V/def2-TZVPD" e_homo_ev=-9.3717 lumo_energy_ha=0.0293 charge=0 gap_ev=10.17
C 1.39036 -1.19361 0.11097 0.2 0.1 0.0
C -0.09350 -0.94115 -0.06942 0.3 -0.1 -0.3
O -0.91508 -0.80239 1.12020 0.0 0.0 0.1
C -1.44272 0.43032 0.62691 -0.3 0.2 0.0
C -0.32945 1.43065 0.60392 0.1 0.1 0.0
C -0.49148 0.44241 -0.52591 0.0 -0.1 0.2
O -0.57496 0.79660 -1.85680 0.3 0.0 -0.1
H 1.95373 -0.25340 0.01628 -0.1 -0.2 0.1
H 1.63061 -1.62210 1.08395 -0.1 -0.1 0.0
H 1.74985 -1.87019 -0.66683 0.0 0.0 0.1
H -0.55850 -1.69948 -0.71047 0.1 0.1 0.1
H -2.49987 0.63161 0.75896 0.2 0.0 -0.1
H -0.62259 2.43497 0.30915 0.0 -0.1 0.1
H 0.45532 1.34873 1.35512 -0.1 0.0 -0.2
H 0.34827 0.86702 -2.15603 -0.5 0.1 -0.1

---

No. 7
15
Properties=species:S:1:pos:R:3:forces:R:3 method="wB97M-V/def2-TZVPD" e_homo_ev="-9.1748 / -8.5950" lumo_energy_ha="-0.0046 / 0.0135" charge=0 gap_ev="9.05 / 8.96"
O 1.89598 0.33848 0.72367 0.3 -0.3 1.3
C 0.65890 -0.25664 1.12909 0.3 -0.1 0.6
C -0.58425 0.62521 0.79870 0.0 0.1 0.4
C -0.45884 -0.01616 -0.55994 3.0 1.1 0.3
C -1.08315 0.24273 -1.79364 -0.1 0.3 -0.9
O 0.87331 0.71414 -1.02519 -3.9 -0.5 -2.3
C 0.18643 -1.24599 0.02749 0.2 -0.3 0.3
H 1.92845 1.24347 1.06147 0.0 -0.2 -0.1
H 0.78130 -0.62954 2.14596 -0.2 -0.1 0.0
H -0.46063 1.71116 0.80378 0.0 -0.1 0.1
H -1.45213 0.32958 1.39536 0.1 -0.1 -0.1
H -1.04499 -0.48093 -2.60465 0.2 0.2 0.2
H -1.70771 1.12133 -1.93816 0.3 -0.1 0.1
H 0.96045 -1.69485 -0.59541 -0.1 0.0 0.1
H -0.49312 -2.00201 0.43145 0.0 0.2 0.0

---

No. 8
15
Properties=species:S:1:pos:R:3:forces:R:3 method="wB97M-V/def2-TZVPD" e_homo_ev=-10.1963 lumo_energy_ha=0.0340 charge=0 smiles=O[C@H]1C[C@]2(CO2)C1 gap_ev=11.12
O -2.16671 0.77942 0.89857 0.0 0.3 -0.1
C -1.20718 -0.24155 0.79278 0.1 -0.4 0.1
C 0.25170 0.17741 1.13499 0.0 0.0 0.0
C 0.59085 0.03742 -0.34561 0.0 -0.2 0.1
C 1.86328 -0.05394 -1.04383 0.2 -0.3 0.0
O 1.07468 1.13307 -1.09846 0.0 0.2 -0.1
C -0.76063 -0.59398 -0.65290 -0.1 0.0 -0.1
H -1.85356 1.53403 0.38016 -0.1 -0.1 0.1
H -1.59861 -1.08479 1.36678 0.1 0.2 -0.1
H 0.35038 1.19114 1.53174 0.0 -0.1 0.0
H 0.78624 -0.52133 1.78720 -0.1 0.1 -0.1
H 2.79134 0.03152 -0.47937 -0.1 0.0 -0.1
H 1.91859 -0.61771 -1.97565 0.0 0.1 0.1
H -1.32624 -0.09963 -1.44946 0.0 -0.1 0.1
H -0.71413 -1.67107 -0.84694 0.0 0.2 0.0

---

No. 9
15
Properties=species:S:1:pos:R:3:forces:R:3 method="wB97M-V/def2-TZVPD" e_homo_ev=-10.0466 lumo_energy_ha=0.0182 charge=0 smiles="CC1(C)CC(=O)O1" gap_ev=10.54
C 0.04558 -1.50394 0.58835 -0.8 0.2 0.1
C -0.24132 -0.04701 0.07686 1.1 -1.0 0.2
C -0.25764 0.95623 1.24497 0.0 -0.3 -0.2
C 0.84392 0.17566 -0.90408 -0.7 2.1 -2.1
C -0.45767 0.95670 -1.95786 -0.6 -2.4 1.1
O -0.87519 1.32117 -3.00568 1.3 -0.7 3.0
O -1.35877 0.09972 -0.76390 0.8 1.4 -1.9
H -0.01663 -2.24966 -0.22223 -0.1 0.4 0.2
H 1.02008 -1.64356 1.10764 -0.6 0.5 -0.4
H -0.74704 -1.68306 1.29924 -0.1 -0.6 0.4
H -0.30347 1.99237 0.88654 0.0 -0.2 -0.1
H -1.14799 0.77180 1.85796 0.2 0.0 -0.1
H 0.63229 0.84410 1.87904 -0.2 0.0 -0.1
H 1.74049 0.65076 -0.51392 0.0 0.6 -0.5
H 1.12335 -0.64128 -1.57292 -0.3 -0.1 0.3

---

No. 10
15
Properties=species:S:1:pos:R:3:forces:R:3 method="wB97M-V/def2-TZVPD" e_homo_ev=-8.3867 lumo_energy_ha=0.0285 charge=0 smiles="O=CCC1(O)CC1" gap_ev=9.16
O 2.61294 0.14346 -0.85817 -0.3 0.0 0.5
C 2.18079 0.19779 0.27519 0.1 0.0 -0.3
C 0.80883 -0.26658 0.72449 -0.2 0.2 0.1
C -0.28255 -0.21921 -0.33149 -0.3 0.7 0.5
O 0.15156 -0.71501 -1.56003 -0.3 0.6 0.1
C -1.69411 -0.47800 -0.03784 -0.4 0.1 0.5
C -1.52946 0.99114 0.14896 1.7 -0.2 -1.4
H 2.83785 0.57546 1.08278 -0.1 0.0 0.0
H 0.50000 0.36363 1.55515 0.2 -0.1 0.2
H 0.98156 -1.27468 1.14607 -0.2 0.1 -0.2
H 1.11436 -0.55706 -1.65686 -0.5 0.3 0.1
H -2.02791 -0.92338 0.87517 0.0 -1.2 0.2
H -2.20343 -0.77540 -0.95874 -0.1 0.0 0.4
H -2.10716 1.69052 -0.44466 0.4 -0.1 -0.4
H -1.32189 1.37417 1.15092 0.0 -0.4 -0.3

---

No. 11
15
Properties=species:S:1:pos:R:3:forces:R:3 method="wB97M-V/def2-TZVPD" e_homo_ev=-8.2175 lumo_energy_ha=0.0044 charge=0 gap_ev=8.34
O -0.78891 -2.78410 -0.86178 -0.1 0.0 -0.2
C 0.07472 -1.78651 -1.07365 0.3 -0.1 0.2
C -0.61122 0.15605 -0.09068 -0.1 0.0 0.1
C 0.23501 0.29047 1.20006 0.0 -0.1 0.2
C 0.77922 1.66204 0.72578 0.1 0.1 0.0
C -0.04193 1.48365 -0.55416 0.0 0.3 -0.4
O -0.15365 2.12499 -1.56617 0.0 -0.3 0.5
H -1.24939 -2.96900 -1.69348 -0.1 0.2 0.2
H -0.31133 -0.61044 -1.19613 0.0 0.2 0.1
H 0.78228 -1.78079 -0.24152 0.0 -0.1 -0.1
H -1.69793 0.09347 0.01294 0.2 -0.1 -0.1
H -0.35134 0.32630 2.12301 0.1 0.0 -0.2
H 1.01843 -0.46191 1.32659 -0.1 0.1 0.0
H 1.86129 1.73276 0.57016 -0.2 0.0 0.0
H 0.45474 2.52303 1.31903 0.0 -0.1 -0.1

---

No. 12
15
Properties=species:S:1:pos:R:3:forces:R:3 method="wB97M-V/def2-TZVPD" e_homo_ev=-9.0007 lumo_energy_ha=0.0296 charge=0 smiles=C[C@H]1O[C@H]2C[C@]21O gap_ev=9.81
C 0.17619 0.74228 -1.80478 -0.2 0.2 0.0
C 0.40428 0.70065 -0.29003 0.0 0.1 0.0
O -0.25315 1.41608 0.85516 0.2 0.1 -0.5
C -0.16899 0.22889 1.65343 0.1 -0.1 0.2
C -1.22825 -0.65701 1.12270 -0.3 -0.1 -0.2
C 0.08606 -0.59468 0.39183 -0.1 0.1 0.2
O 0.63079 -1.79960 0.01145 0.5 -0.1 0.3
H -0.55424 0.01354 -2.16957 -0.2 0.3 0.3
H -0.02136 1.71745 -2.25102 -0.1 0.1 0.2
H 1.14003 0.41300 -2.21747 -0.2 0.1 0.0
H 1.43145 1.04492 -0.12257 0.2 -0.6 -0.1
H 0.27758 0.24925 2.64778 -0.2 0.2 -0.3
H -1.30955 -1.61769 1.62906 0.0 0.1 -0.1
H -2.15843 -0.20644 0.78360 0.1 -0.1 -0.1
H 1.54759 -1.65065 -0.23957 0.2 -0.1 0.1

---

No. 13
15
Properties=species:S:1:pos:R:3:forces:R:3 method="wB97M-V/def2-TZVPD" e_homo_ev=-9.4089 lumo_energy_ha=0.0310 charge=0 smiles="O=C1CC[C@@H]1CO" gap_ev=10.25
O -1.67655 -2.31036 -0.31657 0.6 1.9 0.8
C -1.36092 -1.20735 0.01723 0.5 1.1 -0.7
C -2.00774 0.40323 -0.13532 0.2 -1.0 0.2
C -0.57561 0.77591 -0.42421 0.5 0.6 0.1
C 0.10743 -0.28808 0.38193 -0.4 -0.7 -0.1
C 1.61762 -0.42510 0.04310 -0.5 -0.9 -0.2
O 2.41268 0.57583 0.69932 -0.2 -0.2 0.0
H -2.74204 0.78991 -0.87759 0.3 -1.1 0.3
H -2.35095 0.72912 0.85718 0.2 -0.3 -0.2
H -0.12908 1.67870 -0.03228 -0.5 1.0 -0.4
H -0.37137 0.65834 -1.49841 0.1 0.1 0.3
H 0.02761 -0.01499 1.45046 -0.1 -0.3 -0.3
H 1.94996 -1.41560 0.34783 0.2 -0.2 -0.1
H 1.75272 -0.30862 -1.04356 -0.1 -0.2 0.2
H 3.34625 0.35907 0.53091 -0.6 0.1 0.1

---

No. 14
15
Properties=species:S:1:pos:R:3:forces:R:3 method="wB97M-V/def2-TZVPD" e_homo_ev=-8.1159 lumo_energy_ha=0.0290 charge=0 gap_ev=8.91
O 2.27584 -0.41487 -0.37958 0.1 0.5 0.0
C 1.25773 0.04958 0.42104 -1.3 1.3 -1.1
C -0.11568 1.29418 -0.04092 -0.1 -0.4 -0.5
C -0.94189 0.07105 0.15045 0.0 -0.1 -0.2
O -2.16143 0.06163 0.80977 -0.4 0.1 -0.2
C -0.56427 -1.00415 -0.81213 -0.1 -0.2 -0.2
C 0.12690 -0.90395 0.53542 -0.1 0.1 0.3
H 3.11405 0.02066 -0.18586 -0.2 0.1 0.0
H 1.32017 0.98120 0.94024 1.7 -0.8 2.0
H -0.30408 2.04604 0.76109 0.7 -0.6 -0.3
H -0.07792 1.79221 -1.00919 -0.2 -0.2 -0.1
H -2.82388 0.37022 0.18196 -0.1 0.0 0.1
H -1.29220 -1.80043 -0.91202 0.1 0.0 0.1
H 0.00295 -0.76688 -1.71101 -0.1 -0.1 0.2
H 0.04130 -1.72902 1.23911 0.1 0.2 -0.1

---

No. 15
15
Properties=species:S:1:pos:R:3:forces:R:3 method="wB97M-V/def2-TZVPD" e_homo_ev="-6.5340 / -6.5346" lumo_energy_ha="0.0149 / 0.0149" charge=0 gap_ev="6.94 / 6.94"
C 0.77136 -0.83797 -1.14882 0.0 0.0 0.0
C -0.44227 -0.61729 -0.30068 0.2 0.0 0.1
O -1.58901 -1.21092 -0.67233 0.0 -0.1 -0.1
C -0.40271 -0.06665 1.04434 -0.2 0.1 -0.2
C 0.45722 0.98693 1.45801 0.2 -0.1 0.2
C -0.38870 2.05609 -0.53037 -0.4 1.3 -0.1
O -0.71794 3.15587 -0.55046 0.4 -1.2 0.0
H 0.88618 -1.89852 -1.41989 -0.1 0.1 0.1
H 0.70256 -0.25708 -2.07249 0.0 -0.1 0.1
H 1.66981 -0.51457 -0.61798 -0.1 0.0 -0.1
H -1.41638 -1.85645 -1.37327 -0.1 0.1 0.1
H -1.38289 -0.12209 1.52366 0.1 0.0 -0.1
H 0.02024 -1.17351 1.12645 0.1 0.0 0.0
H 0.37150 1.31001 2.49198 0.0 0.0 -0.1
H 1.46103 1.04618 1.04186 -0.2 0.0 0.0

---

No. 16
15
Properties=species:S:1:pos:R:3:forces:R:3 method="wB97M-V/def2-TZVPD" e_homo_ev=-8.4972 lumo_energy_ha=0.0293 charge=0 smiles="C/C=C(/O)CC=O" gap_ev=9.29
C -2.01706 0.67374 0.47398 0.0 -0.1 0.1
C -1.36927 -0.22707 -0.49074 0.1 0.2 -0.3
C -0.08167 -0.48472 -0.54843 0.1 -0.1 0.1
O 0.39344 -1.15175 -1.63783 0.5 -0.4 0.0
C 0.89396 -0.24534 0.58586 0.0 0.0 -0.1
C 2.26493 0.20456 0.17732 0.3 0.0 -0.7
O 2.66987 0.20360 -0.96924 -0.1 0.1 0.7
H -2.71375 0.01161 0.99350 -0.7 1.0 0.3
H -2.42563 1.47779 -0.15934 -0.6 -0.3 0.7
H -1.33718 1.14773 1.18761 -0.1 -0.2 -0.1
H -2.03380 -0.61729 -1.25903 0.4 0.1 -0.2
H 1.25325 -0.74355 -1.81617 0.2 -0.2 -0.2
H 0.52782 0.43671 1.36398 0.0 -0.2 -0.3
H 1.03916 -1.20956 1.09959 0.1 0.1 0.0
H 2.93594 0.52354 0.99894 0.0 0.0 -0.1

---

no.,maximum force (hartree/bohr)
1,0.005
2,0.029
3,0.009
4,0.025
5,0.036
6,0.010
7,0.088
8,0.008
9,0.065
10,0.043
11,0.011
12,0.012
13,0.042
14,0.053
15,0.026
16,0.023